The following is a DFT calculation (ωB97M-V/def2-TZVPD) of C3H8N4O as an isolated structure in a non-equilibrium geometry.

Output
* F_max: 0.1076 hartree/bohr
* E_tot: -11239.4854 eV
* HOMO level: -0.3120 Eh
* total charge: 0

```
16
C3H8N4O (ωB97M-V/def2-TZVPD)
C 1.3608 0.8403 0.5556
C -0.4829 -0.7317 1.1469
C -1.4030 0.6361 -0.8281
H 1.2380 1.7317 1.3935
H 0.8911 0.9552 -0.3743
H 2.6030 0.6102 -0.0235
H 1.8340 -1.4857 2.5896
H -0.5908 -1.3469 2.1346
H -2.0045 1.7792 -0.6634
H -1.5067 0.4172 -3.6950
H 0.4738 -0.2300 -3.3438
N 0.9913 -0.5511 0.9964
N -1.4886 -0.2020 0.3858
N -0.5772 0.0087 -1.6111
N -0.5095 0.5333 -2.9923
O 1.4126 -0.6777 2.4107
```

The following is a DFT calculation (ωB97M-V/def2-TZVPD) of C33H35F5O6S as an isolated structure in a non-equilibrium geometry.

Output
* F_max: 0.0695 hartree/bohr
* E_tot: -71494.8575 eV
* HOMO level: -0.3454 Eh
* total charge: 0

```
80
C33H35F5O6S (ωB97M-V/def2-TZVPD)
C -5.6031 0.8407 -1.4090
C -4.2119 1.3127 -1.8956
C -3.0722 0.5331 -1.2377
F -3.0640 -0.7661 -1.6961
C -1.7100 1.2362 -1.4827
O -1.6754 1.3509 -2.9162
S -0.0839 1.6586 -3.1892
O 0.1465 2.9594 -2.7024
O 0.1275 1.3930 -4.5457
O 0.4146 0.5046 -2.2152
C -0.5696 0.2869 -1.1023
C 0.2700 0.5824 0.1588
C -0.4926 1.3003 1.3191
O 0.2903 2.3937 1.8280
C 0.3475 3.4165 0.9427
C 1.6946 4.1012 0.7672
O -0.5799 3.8201 0.3415
H -5.9739 0.0776 -2.0972
H -6.2987 1.6775 -1.4529
H -5.5635 0.4272 -0.3970
H -4.0738 2.3711 -1.6487
H -4.1560 1.1818 -2.9780
H -3.2848 0.5427 -0.1582
H -1.8102 2.1932 -0.9645
H -0.7325 -0.7828 -1.2088
H 0.5871 -0.3872 0.5541
H 1.1974 1.1129 -0.0602
H -1.5179 1.5948 1.0830
H -0.5662 0.6080 2.1583
H 2.5246 3.4256 0.9878
H 1.7500 4.5433 -0.2238
H 1.7215 4.9046 1.5138
F 4.7282 5.6158 1.8095
C 5.5301 4.5758 2.0995
C 6.6553 4.3544 1.3295
C 7.4825 3.2830 1.6332
C 7.1710 2.4418 2.6928
C 6.0339 2.6747 3.4536
C 5.2091 3.7511 3.1602
H 6.8773 5.0163 0.5024
H 8.3708 3.1039 1.0418
H 7.8159 1.6040 2.9251
H 5.7879 2.0172 4.2771
H 4.3224 3.9532 3.7474
F 0.1336 -1.6478 2.7062
C 0.9623 -2.6788 2.9858
C 2.0598 -2.8972 2.1777
C 2.9137 -3.9525 2.4666
C 2.6502 -4.7775 3.5530
C 1.5387 -4.5454 4.3524
C 0.6893 -3.4849 4.0716
H 2.2421 -2.2465 1.3314
H 3.7839 -4.1312 1.8438
H 3.3140 -5.6031 3.7761
H 1.3321 -5.1909 5.1961
H -0.1775 -3.2823 4.6873
F -7.8787 1.7983 -3.2141
C -9.1225 1.7327 -2.7029
C -9.6861 2.8678 -2.1547
C -10.9695 2.7987 -1.6324
C -11.6663 1.5980 -1.6559
C -11.0821 0.4656 -2.2068
C -9.8029 0.5320 -2.7396
H -9.1236 3.7923 -2.1390
H -11.4261 3.6824 -1.2064
H -12.6660 1.5458 -1.2441
H -11.6232 -0.4714 -2.2218
H -9.3336 -0.3377 -3.1810
F 5.3276 -4.4922 0.8734
C 5.6203 -5.0972 -0.3004
C 6.0477 -4.3289 -1.3636
C 6.3514 -4.9517 -2.5653
C 6.2142 -6.3278 -2.6891
C 5.7783 -7.0835 -1.6095
C 5.4832 -6.4662 -0.4027
H 6.1404 -3.2566 -1.2487
H 6.6945 -4.3629 -3.4055
H 6.4477 -6.8110 -3.6290
H 5.6673 -8.1554 -1.7067
H 5.1498 -7.0388 0.4532
```

The following is a DFT calculation (ωB97M-V/def2-TZVPD) of C20H24BF4N9O3Sn as an isolated structure in a non-equilibrium geometry.

Output
* F_max: 0.0872 hartree/bohr
* E_tot: -58062.2166 eV
* HOMO level: -0.2478 Eh
* total charge: 0

```
62
C20H24BF4N9O3Sn (ωB97M-V/def2-TZVPD)
Sn -0.3221 -0.3085 -0.1348
N 2.4112 -0.6496 -3.9243
C 1.1422 -0.5010 -3.2926
N 1.0187 0.4717 -2.2626
C 1.7217 1.5590 -2.4865
N 1.4310 2.7217 -1.8356
N 0.5456 2.5518 -0.9068
C 0.1347 3.5374 -0.1446
C -0.8409 3.3470 0.9396
C -0.6662 4.0366 2.1830
C -1.7122 3.9173 3.1175
C -2.7177 2.9999 2.9508
C -2.5338 2.1447 1.8809
N -1.7713 2.4108 0.8563
C 2.7968 1.6703 -3.5071
C 3.4305 2.9065 -3.8355
C 4.5222 2.9194 -4.6957
C 4.8023 1.7771 -5.4122
C 4.2136 0.5556 -5.0770
C 3.1191 0.5051 -4.2386
H 2.5291 -1.4679 -4.4968
H 0.3932 -0.2496 -4.0579
H 0.7493 4.4416 -0.0445
H 0.2138 4.6643 2.3885
H -1.7623 4.6026 3.9764
H -3.4156 2.7625 3.7474
H -3.0554 1.1937 1.8089
H 2.9440 3.7645 -3.4173
H 5.0478 3.8547 -4.8482
H 5.7122 1.7272 -6.0420
H 4.5437 -0.4517 -5.4759
C -2.0277 -4.6307 -0.1073
C -1.4772 -3.3046 -0.4465
N -1.6081 -2.2336 0.3536
O -2.2422 -2.6296 1.4852
C -0.6643 -3.1646 -1.6404
C -0.5410 -4.2152 -2.7415
N -0.1189 -1.9867 -1.8349
O 0.8361 -1.8848 -2.7973
H -1.2198 -5.4302 -0.1592
H -2.8391 -4.8292 -0.8189
H -2.4889 -4.5380 0.8936
H -2.5568 -1.9006 2.0561
H 0.1391 -3.8375 -3.5747
H -1.5301 -4.4535 -3.1774
H -0.0848 -5.1914 -2.4959
F 1.9005 -1.4504 2.7006
B 2.2267 -0.5451 1.8163
F 1.3459 0.6100 1.8171
F 1.6638 -1.2036 0.4856
F 3.5810 -0.2171 1.6962
C -3.7153 0.0241 5.6255
N -2.4832 -0.6554 5.4050
C -2.1796 -0.9044 4.1350
N -0.8680 -1.2663 3.8906
O -3.0320 -0.8355 3.1395
H -3.7139 1.0897 5.3925
H -4.1008 -0.1448 6.6396
H -4.3780 -0.4798 4.9205
H -1.7291 -0.5436 6.0920
H -0.1645 -1.3302 4.6319
H -0.5549 -1.3325 2.9046
```

The following is a DFT calculation (ωB97M-V/def2-TZVPD) of one molecule with the formula C5H7NO.

Output
* structure (SMILES): CC1=C([O-])[NH2+]C=C1
* F_max: 0.0057 hartree/bohr
* E_tot: -8834.5421 eV
* HOMO level: -0.2622 Eh
* total charge: 0

```
14
C5H7NO (ωB97M-V/def2-TZVPD)
C -2.0597 0.2505 0.4006
C -0.5901 0.0797 0.1417
C -0.0680 -1.0759 -0.4041
O -0.3672 -2.1771 -0.7996
N 1.5604 -0.6773 -0.5412
C 1.6815 0.6472 0.0505
C 0.4425 1.0380 0.4139
H -2.3778 1.2822 0.2083
H -2.3499 0.0026 1.4303
H -2.6366 -0.3997 -0.2652
H 1.7713 -0.7046 -1.5412
H 2.1101 -1.4076 -0.0882
H 2.6400 1.1401 0.1181
H 0.2437 2.0019 0.8761
```

The following is a DFT calculation (ωB97M-V/def2-TZVPD) of a 3-piece molecular cluster, C16H23FNO6S2 overall in a non-equilibrium geometry.

Output
* F_max: 0.0311 hartree/bohr
* E_tot: -55115.2353 eV
* HOMO level: -0.4511 Eh
* total charge: +1

```
49
C16H23FNO6S2 (ωB97M-V/def2-TZVPD)
C 4.6289 2.8165 -4.0262
C 3.5582 3.3311 -4.1639
N 2.3122 3.9295 -3.9643
C 1.2137 3.1283 -3.8947
C -0.0273 3.6881 -3.6568
C -1.2649 2.7960 -3.5337
O -2.2555 3.5148 -2.8102
O -3.2563 3.9797 -3.6892
C -0.0849 5.1004 -3.5311
C 1.0532 5.9122 -3.6025
C 2.2646 5.2640 -3.8126
F 3.3930 5.9293 -3.8746
H 5.5907 2.4067 -3.7667
H 1.3533 2.0516 -4.0133
H -1.0028 1.9042 -2.9285
H -1.6328 2.4874 -4.5228
H -2.8261 4.5937 -4.3097
H -1.0627 5.5557 -3.3694
H 0.9902 6.9945 -3.5047
C -1.0188 -1.0468 0.7924
C -1.6774 -2.0136 -0.1958
C -1.1077 -1.7086 -1.5867
S 0.5361 -1.0408 -1.3146
O 0.5557 0.3443 -1.7550
O 1.5227 -1.9839 -1.7742
C 0.4692 -1.0722 0.4683
H -1.2075 -1.3312 1.8144
H -1.4164 -0.0376 0.6425
H -1.4343 -3.0404 0.0856
H -2.7627 -1.9213 -0.1887
H -1.0307 -2.6022 -2.2022
H -1.6967 -0.9520 -2.1044
H 1.0143 -0.2213 0.8722
H 0.9272 -2.0019 0.7984
C 0.6205 -4.4069 5.6145
C -0.2455 -3.4054 6.3880
C -0.7963 -2.3960 5.3737
S -0.8947 -3.2655 3.8065
O 0.0355 -2.6570 2.8786
O -2.2764 -3.4706 3.4537
C -0.1970 -4.8037 4.3896
H 0.8760 -5.2744 6.2211
H 1.5513 -3.9269 5.3027
H -1.0723 -3.9335 6.8676
H 0.3202 -2.9039 7.1721
H -1.7883 -2.0434 5.6471
H -0.1242 -1.5488 5.2448
H 0.3981 -5.2593 3.6009
H -1.0245 -5.4589 4.6619
```

The following is a DFT calculation (ωB97M-V/def2-TZVPD) of one molecule with the formula C5H9NO in a non-equilibrium geometry.

Output
* structure (SMILES): COC[C@@H](C)C#N
* F_max: 0.0516 hartree/bohr
* E_tot: -8867.4534 eV
* HOMO level: -0.3828 Eh
* total charge: 0

```
16
C5H9NO (ωB97M-V/def2-TZVPD)
C 2.3956 0.3986 0.0048
O 1.0368 0.6642 0.1932
C 0.3062 -0.4959 0.4673
C -1.1410 -0.0824 0.4728
C -1.4121 0.7284 -0.9210
C -2.0050 -1.2214 0.5779
N -2.7000 -2.1341 0.6136
H 2.8577 1.3501 -0.2191
H 2.5929 -0.3016 -0.8151
H 2.8564 -0.0091 0.9049
H 0.6082 -0.9113 1.4271
H 0.5003 -1.2480 -0.3077
H -1.3474 0.5713 1.3231
H -2.4063 1.1341 -0.7969
H -0.7350 1.5545 -1.1902
H -1.4071 0.0026 -1.7347
```

The following is a DFT calculation (ωB97M-V/def2-TZVPD) of C31H52BrN4P3Pt as an isolated structure in a non-equilibrium geometry.

Output
* F_max: 0.0493 hartree/bohr
* E_tot: -140089.5268 eV
* HOMO level (alpha / beta): -0.4495 / -0.4489 Eh
* total charge: +2
* multiplicity: 3

```
92
C31H52BrN4P3Pt (ωB97M-V/def2-TZVPD)
N -6.6071 5.2065 -5.8256
C -6.3627 5.7533 -4.6370
C -5.5806 5.0908 -3.6859
C -4.9622 3.8609 -3.9999
C -5.2272 3.3260 -5.2886
C -6.0828 4.0265 -6.1491
C -4.0263 3.3015 -3.0377
Pt 0.2269 -0.2444 0.6211
P 5.8065 -0.9374 -0.3655
C -3.0929 2.3541 -3.3007
C -2.0598 2.0621 -2.3842
C -0.9023 1.3839 -2.8260
C 0.0804 1.0418 -1.9167
C -0.2295 1.2632 -0.5494
C -1.1723 2.2210 -0.1263
C -2.1639 2.5278 -1.0510
Br 2.1066 -1.1057 2.1240
H -4.0368 3.8293 -2.0852
H -3.0597 1.8706 -4.2709
H -5.4280 5.5585 -2.7192
H -4.7796 2.3920 -5.6230
H -6.7974 6.7348 -4.4136
H -6.3547 3.6165 -7.1312
H -0.8184 1.1406 -3.8876
H -3.0418 3.0899 -0.7323
H 1.0159 0.5568 -2.1701
H -1.1400 2.6283 0.8814
P -0.1454 -2.2696 -0.3268
C 5.2672 0.7893 -0.1160
C 6.4112 1.7637 -0.4554
H 4.9745 0.8892 0.9385
H 4.3889 0.9581 -0.7559
H 6.1941 2.7655 -0.0641
H 7.3676 1.4388 -0.0275
H 6.5505 1.8462 -1.5404
C 5.0160 -1.4921 -1.9177
C 5.9322 -2.5139 -2.6036
H 4.8873 -0.6009 -2.5459
H 4.0323 -1.9211 -1.6804
H 5.6952 -2.5902 -3.6721
H 6.9884 -2.2279 -2.5190
H 5.8307 -3.5082 -2.1516
C 4.9746 -2.0025 0.8476
C 5.7398 -2.1943 2.1551
H 4.7738 -2.9756 0.3718
H 4.0122 -1.4759 1.0232
H 5.1657 -2.8519 2.8169
H 6.7183 -2.6591 2.0110
H 5.8870 -1.2407 2.6682
C -0.0928 -3.6010 0.9306
C -1.2001 -4.6536 0.8332
H -0.0845 -3.1223 1.9217
H 0.8958 -4.0639 0.8038
H -2.1584 -4.2752 1.2120
H -1.3483 -5.0081 -0.1946
H -0.9126 -5.5179 1.4443
C 1.0807 -2.7049 -1.5877
C 0.6052 -2.7457 -3.0363
H 1.4648 -3.6882 -1.2820
H 1.9058 -1.9927 -1.4727
H -0.1549 -3.5193 -3.1909
H 0.1899 -1.7877 -3.3660
H 1.4547 -2.9792 -3.6861
C -1.8130 -2.3201 -1.0582
C -2.9035 -1.8497 -0.0960
H -1.9854 -3.3577 -1.3892
H -1.7926 -1.6866 -1.9568
H -3.5750 -1.1530 -0.6126
H -3.5086 -2.6874 0.2753
H -2.4995 -1.3123 0.7737
C -0.0957 0.6554 5.7184
N -0.3577 1.8268 4.8496
C -1.8076 2.1242 4.7936
N -2.6114 0.9593 4.3472
C -2.3663 -0.1487 5.3046
N -0.9375 -0.5224 5.3724
C -0.5143 -1.1667 4.1442
P -0.5353 0.1282 2.7524
C 0.1914 1.6731 3.5140
C -2.3516 0.5696 2.9651
H -0.3391 0.9418 6.7528
H 0.9677 0.3744 5.6320
H -1.9768 2.9650 4.1027
H -2.1428 2.3780 5.8127
H -2.9505 -1.0296 4.9920
H -2.6785 0.1962 6.3015
H 0.4902 -1.5835 4.2408
H -1.2118 -1.9740 3.8721
H -0.0855 2.5287 2.8806
H 1.2813 1.5953 3.5319
H -2.9395 -0.3219 2.6898
H -2.5688 1.3816 2.2582
```

The following is a DFT calculation (ωB97M-V/def2-TZVPD) of one molecule with the formula C5H13NO in a non-equilibrium geometry.

Output
* structure (SMILES): CCNCCCO
* F_max: 0.0210 hartree/bohr
* E_tot: -8932.7462 eV
* HOMO level: -0.3292 Eh
* total charge: 0

```
20
C5H13NO (ωB97M-V/def2-TZVPD)
C 1.1424 -1.9264 1.8906
C 0.2381 -0.7036 1.8770
N -0.4120 -0.5111 0.5733
C -0.5752 0.8886 0.2072
C -1.2254 1.0185 -1.1669
C -0.3312 0.7611 -2.3556
O 0.7090 1.7523 -2.4696
H 0.8814 -2.5916 1.0651
H 0.9528 -2.5478 2.7718
H 2.2015 -1.7199 1.8235
H -0.5668 -0.8637 2.6013
H 0.7337 0.2153 2.1896
H 0.1833 -0.9177 -0.1468
H 0.3578 1.4632 0.3165
H -1.2815 1.3577 0.8973
H -1.7126 1.9902 -1.2485
H -1.9865 0.2278 -1.1685
H 0.1087 -0.2357 -2.3552
H -0.9359 0.8997 -3.2523
H 1.5184 1.4431 -2.0498
```

The following is a DFT calculation (ωB97M-V/def2-TZVPD) of C31H35F9N4OP2Ru as an isolated structure in a non-equilibrium geometry.

Output
* F_max: 0.0737 hartree/bohr
* E_tot: -86317.9346 eV
* HOMO level (alpha / beta): -0.4232 / -0.4236 Eh
* total charge: +2
* multiplicity: 5

```
83
C31H35F9N4OP2Ru (ωB97M-V/def2-TZVPD)
Ru -0.0169 0.0739 0.1401
C 0.5380 -1.9379 0.6492
C -0.3369 -1.9891 -0.4619
C -1.7914 -2.4505 -0.4057
C -2.7352 -1.2429 -0.3617
C -2.0932 -0.0895 0.3677
C -1.4204 -0.2281 1.6156
C -1.2513 -1.5291 2.3718
C 0.1019 -2.2020 2.0649
C -0.2112 2.1545 0.0036
H 1.5926 -2.1535 0.4493
H 0.1302 -2.2585 -1.4190
H -1.9715 -3.1558 0.4216
H -1.9923 -3.0343 -1.3191
H -2.9325 -0.9327 -1.4000
H -3.7187 -1.5052 0.0583
H -2.6139 0.8665 0.2057
H -1.4197 0.6479 2.2794
H -2.0946 -2.2105 2.2004
H -1.2555 -1.2776 3.4397
H 0.8713 -1.7807 2.7322
H 0.0900 -3.2781 2.2934
H 0.5931 2.8976 0.1181
H -1.0327 2.3846 0.7074
H -0.5928 2.2102 -1.0396
P -8.1987 -2.8357 -1.3320
P -6.3208 -4.8782 -2.5584
N -8.5748 -2.3518 0.3144
N -9.6742 -2.1545 -2.0676
N -5.6338 -5.8976 -1.2928
N -5.8979 -5.9419 -3.8979
C -8.7367 -4.6057 -1.2080
C -8.0928 -5.3988 -2.3611
C -7.5454 -1.9112 1.1670
C -8.0219 -1.8960 2.4673
C -9.3886 -2.3302 2.4289
C -9.6975 -2.6041 1.1081
C -9.6043 -1.0345 -2.9158
C -10.8737 -0.7669 -3.4154
C -11.7584 -1.7677 -2.8943
C -10.9962 -2.6040 -2.0890
C -4.4863 -5.4956 -0.5859
C -4.2104 -6.4387 0.3978
C -5.2377 -7.4366 0.3315
C -6.0977 -7.0701 -0.6930
C -5.9553 -7.3335 -4.0383
C -5.8584 -7.6590 -5.3809
C -5.7521 -6.4279 -6.1123
C -5.7765 -5.3954 -5.1903
H -9.8256 -4.7311 -1.2195
H -8.3797 -4.9544 -0.2236
H -8.2217 -6.4807 -2.2272
H -8.5479 -5.1328 -3.3323
H -6.5835 -1.6741 0.7476
H -7.4534 -1.6324 3.3518
H -10.0397 -2.4462 3.2916
H -10.6203 -2.9610 0.6614
H -8.6562 -0.5585 -3.0842
H -11.1496 0.0561 -4.0653
H -12.8214 -1.8457 -3.0805
H -11.2856 -3.4972 -1.5533
H -3.9943 -4.5799 -0.8540
H -3.3647 -6.4308 1.0743
H -5.3105 -8.3204 0.9530
H -7.0136 -7.5371 -1.0297
H -6.0544 -7.9759 -3.1709
H -5.8836 -8.6533 -5.8167
H -5.6895 -6.3198 -7.1885
H -5.7392 -4.3275 -5.3077
F 2.1429 3.8399 1.1550
C 2.8653 2.7568 1.5617
F 4.0993 3.2383 1.9018
F 2.2839 2.3017 2.6958
C 2.9637 1.6057 0.4503
O 1.8876 0.8114 0.2106
C 3.4085 2.2930 -0.9026
F 4.6184 2.9165 -0.8169
F 3.4940 1.3815 -1.9003
F 2.5047 3.2273 -1.3089
C 4.0302 0.5446 0.9325
F 5.2849 1.0159 1.1151
F 3.6081 0.0117 2.1160
F 4.1085 -0.4870 0.0482
```

The following is a DFT calculation (ωB97M-V/def2-TZVPD) of C11H12B2CuF4N7O5 as an isolated structure.

Output
* F_max: 0.0105 hartree/bohr
* E_tot: -89133.5760 eV
* HOMO level: -0.3478 Eh
* total charge: 0

```
42
C11H12B2CuF4N7O5 (ωB97M-V/def2-TZVPD)
Cu -0.0868 -0.7116 0.1678
C 0.3027 0.0645 -3.8259
C 0.4495 -0.2819 -2.3898
N -0.5143 -0.7294 -1.6592
O -1.7465 -0.7429 -2.1245
B -2.6961 -1.5990 -1.3345
F -2.1351 -2.8367 -1.1026
F -3.8923 -1.5801 -1.9616
O -2.9061 -0.9165 0.0247
N -1.8492 -0.9137 0.7964
C -1.9546 -0.8198 2.0754
C -3.2598 -0.7842 2.7860
C -0.6597 -0.7759 2.7737
N 0.3574 -0.8579 1.9902
O 1.5681 -0.7793 2.4770
B 2.6567 -1.3690 1.5624
F 3.8282 -1.2363 2.2193
F 2.2788 -2.6522 1.2288
O 2.7151 -0.5115 0.3293
N 1.6682 -0.6235 -0.4614
C 1.7291 -0.2013 -1.6795
C 2.9861 0.2712 -2.3135
C -0.4912 -0.6766 4.2473
H -0.6698 -0.2528 -4.1877
H 1.0910 -0.4178 -4.4050
H 0.3961 1.1441 -3.9636
H -4.0737 -0.8339 2.0708
H -3.3425 0.1406 3.3593
H -3.3340 -1.6215 3.4816
H 3.6835 0.5972 -1.5477
H 2.7800 1.0867 -3.0047
H 3.4444 -0.5506 -2.8699
H -1.4314 -0.4724 4.7497
H 0.2314 0.1091 4.4705
H -0.0678 -1.6086 4.6280
O -0.0686 1.4893 0.1066
N 0.4866 2.0022 -0.9105
C 0.4819 3.2951 -1.0412
C -0.1355 4.1890 -0.1014
N -0.6270 4.8907 0.6652
C 1.1437 3.8285 -2.1949
N 1.6637 4.2485 -3.1312
```

The molecular weight results, record by record, are as follows: 116.1, 654.7, 644.0, 97.1, 408.5, 99.1, 848.7, 103.2, 813.6, 483.4 g mol⁻¹.